(1)
Computed, not measured: a single C3H7NO2S2 molecule in a non-equilibrium geometry, with the ωB97M-V functional and the def2-TZVPD basis.

Properties
- Highest occupied orbital energy: -7.5 eV
- ΔE to the lowest compared entry with this formula, charge and spin: 82.36 kcal per mole
- Lowest unoccupied orbital energy: 0.015 Ha
- Gap between HOMO and LUMO: 7.92 eV

Last column: Mulliken charge in e.
Cartesian coordinates (Å):
C1 -0.4417 0.1134 -1.1402  -0.43
C2 0.7103 -0.9326 -1.1081  -0.42
C3 0.6855 1.0043 0.8014  -0.36
N1 0.0794 1.2854 -0.4600  -0.42
O1 -1.3328 -0.6717 2.2945  -0.62
O2 -1.4986 -0.4486 -0.5368  -0.49
S1 -0.2756 -1.7238 2.0930  0.20
S2 1.1882 -0.7660 0.7244  0.01
H1 -0.7494 0.2311 -2.2552  0.36
H2 -1.3674 -0.2310 0.4173  0.53
H3 0.4162 -1.8684 -1.4552  0.36
H4 1.6255 -0.6613 -1.7279  0.31
H5 1.5413 1.6316 0.9321  0.42
H6 0.1800 0.9897 1.9171  0.26
H7 -0.7609 2.0480 -0.4963  0.29

=====

(2)
Computed, not measured: a single C23H34N4O2 molecule, with the ωB97M-V functional and the def2-TZVPD basis.

Properties
- Highest occupied orbital energy: -8.1 eV
- ΔE to the lowest compared entry with this formula, charge and spin: 64.94 kcal per mole
- Lowest unoccupied orbital energy: 0.023 Ha
- Gap between HOMO and LUMO: 8.70 eV

Last column: Mulliken charge in e.
Cartesian coordinates (Å):
C1 -5.8589 -1.7701 -2.2251  -0.99
O1 -4.9685 -1.3136 -1.2355  -0.35
C2 -5.2520 -0.1485 -0.5817  0.92
C3 -6.3252 0.6740 -0.9027  -0.52
C4 -6.5748 1.8337 -0.1886  -0.68
C5 -5.7569 2.1916 0.8663  -0.72
C6 -4.6815 1.3888 1.1941  -0.49
C7 -4.4112 0.2259 0.4825  0.28
N1 -3.3124 -0.5423 0.8852  0.88
C8 -2.5866 -1.4492 0.1871  -0.63
C9 -1.5985 -1.9181 1.0242  0.74
C10 -0.5000 -2.8821 0.7011  -1.50
N2 0.7335 -2.2596 0.2362  0.16
C11 0.5709 -1.5107 -0.9929  -0.20
C12 1.9561 -1.1045 -1.5038  -1.41
N3 2.7564 -0.3594 -0.5479  0.29
C13 2.6845 1.0955 -0.6104  -0.31
C14 4.0181 1.7152 -0.1681  -0.73
C15 4.0220 3.2182 -0.4322  -0.91
C16 2.8724 3.8961 0.3061  -0.72
C17 1.5417 3.2763 -0.1066  -0.85
C18 1.5403 1.7732 0.1603  -0.25
C19 2.7662 -0.9918 0.7667  0.16
C20 3.7103 -2.2071 0.7800  -1.20
C21 5.1383 -1.8480 0.3645  -0.62
O2 5.2526 -1.5286 -0.9972  -0.66
C22 1.3647 -1.4227 1.2374  -0.95
C23 -1.8096 -1.2137 2.2259  -0.69
N4 -2.8327 -0.3948 2.1258  -1.14
H1 -5.4654 -2.7328 -2.5485  0.24
H2 -5.8937 -1.0892 -3.0817  0.38
H3 -6.8679 -1.9086 -1.8254  0.38
H4 -6.9831 0.4112 -1.7154  0.38
H5 -7.4168 2.4509 -0.4625  0.38
H6 -5.9510 3.0906 1.4298  0.37
H7 -4.0286 1.6343 2.0161  0.48
H8 -2.8084 -1.6953 -0.8289  0.61
H9 -0.8321 -3.5657 -0.0860  0.45
H10 -0.2507 -3.4697 1.5894  0.45
H11 0.0912 -2.1546 -1.7346  0.54
H12 -0.0649 -0.6178 -0.8530  0.12
H13 1.8538 -0.5162 -2.4180  0.57
H14 2.4995 -2.0225 -1.7512  0.37
H15 2.5543 1.3364 -1.6734  0.48
H16 4.8379 1.2413 -0.7102  0.42
H17 4.1753 1.5422 0.8982  0.23
H18 4.9745 3.6450 -0.1117  0.40
H19 3.9203 3.3983 -1.5051  0.37
H20 2.8680 4.9663 0.0894  0.37
H21 3.0103 3.7736 1.3830  0.34
H22 0.7237 3.7468 0.4437  0.37
H23 1.3734 3.4553 -1.1716  0.36
H24 0.5798 1.3529 -0.1444  0.01
H25 1.6631 1.6014 1.2318  0.28
H26 3.1528 -0.2625 1.4853  0.58
H27 3.3191 -2.9779 0.1170  0.35
H28 3.7344 -2.6125 1.7926  0.43
H29 5.4951 -1.0076 0.9826  0.24
H30 5.8025 -2.7004 0.5347  0.48
H31 4.5186 -0.9193 -1.1872  0.39
H32 1.4636 -2.0015 2.1591  0.58
H33 0.7553 -0.5303 1.4593  0.13
H34 -1.2631 -1.2856 3.1459  0.56

=====

(3)
Computed, not measured: a molecular structure, C38H80F19N7O16S6 in a non-equilibrium geometry, with the ωB97M-V functional and the def2-TZVPD basis.

Properties
- Highest occupied orbital energy: -9.4 eV
- Lowest unoccupied orbital energy: -0.006 Ha
- Gap between HOMO and LUMO: 9.27 eV

Last column: Mulliken charge in e.
Cartesian coordinates (Å):
F1 -28.0112 -5.5054 -5.6216  -0.99
C1 -29.1631 -1.0547 -5.6171  0.45
C2 -30.3241 -0.9096 -6.5817  -1.70
N1 -31.3066 -2.0263 -6.4700  1.07
C3 -32.1485 -1.8488 -7.6665  -1.22
C4 -30.6103 -3.3316 -6.4898  0.61
C5 -29.8637 -3.7089 -7.8189  -1.32
C6 -32.0224 -1.7992 -5.1453  0.68
C7 -33.4814 -2.3100 -5.1383  -1.32
O1 -34.2536 -1.3016 -5.7723  -0.29
C8 -35.4584 -0.8608 -5.1059  -0.66
H1 -28.3850 -1.7394 -5.9896  -0.66
H2 -29.4787 -1.3442 -4.6290  -0.14
H3 -28.7305 -0.0786 -5.3318  0.44
H4 -29.9422 -0.9518 -7.5680  0.81
H5 -30.8562 -0.0326 -6.4428  1.00
H6 -32.3547 -0.7261 -7.7221  0.28
H7 -33.0471 -2.4697 -7.5601  0.32
H8 -31.5961 -2.1226 -8.5218  0.57
H9 -31.3676 -4.1606 -6.3027  0.18
H10 -29.9780 -3.3885 -5.5856  -0.45
H11 -29.1193 -4.5285 -7.4908  0.09
H12 -29.1615 -2.9151 -8.1272  0.14
H13 -30.5100 -4.0135 -8.6478  0.46
H14 -32.0860 -0.7633 -4.9779  0.46
H15 -31.4727 -2.3330 -4.3949  -0.63
H16 -33.8103 -2.4418 -4.1008  0.61
H17 -33.5648 -3.3220 -5.6479  0.31
H18 -36.2463 -1.6705 -5.1105  0.29
H19 -35.7597 -0.0614 -5.7841  0.26
H20 -35.4206 -0.6126 -4.0311  0.21
C9 -25.8676 3.2081 -1.1407  -1.13
C10 -25.9476 2.0926 -0.0848  -0.56
N2 -26.0772 0.6930 -0.5826  1.17
C11 -27.5075 0.5099 -1.1456  -1.28
C12 -25.0447 0.3257 -1.6695  1.48
C13 -23.6409 0.8147 -1.4281  -2.10
C14 -25.8592 -0.2192 0.7001  0.01
C15 -26.0149 0.3322 2.1549  -1.18
O2 -27.3820 0.5720 2.3602  -0.22
C16 -27.7084 0.9749 3.6684  -0.84
H21 -25.6722 4.1683 -0.5752  0.41
H22 -26.6737 3.2807 -1.8073  0.24
H23 -25.0028 3.0450 -1.7296  0.02
H24 -26.8539 2.1980 0.5399  0.58
H25 -24.9668 2.1197 0.4384  0.48
H26 -28.1576 0.9117 -0.4245  0.58
H27 -27.7476 -0.5684 -1.2154  0.14
H28 -27.5686 1.0651 -2.1109  0.27
H29 -25.4661 0.7467 -2.5920  0.04
H30 -25.1265 -0.7809 -1.6097  -0.44
H31 -22.9729 0.0747 -1.7312  0.57
H32 -23.5016 0.8707 -0.3322  0.49
H33 -23.3336 1.7645 -1.8682  0.17
H34 -24.8456 -0.5911 0.7179  -0.07
H35 -26.4709 -1.0706 0.4519  0.42
H36 -25.4384 1.2461 2.3577  0.37
H37 -25.6010 -0.4532 2.7934  0.66
H38 -27.5372 0.0845 4.2785  0.34
H39 -28.7633 1.2938 3.6315  0.23
H40 -27.1141 1.8534 3.9772  0.31
C17 -22.3006 -5.1293 -6.2027  -1.49
C18 -23.3474 -4.4632 -7.1098  -0.29
N3 -24.7207 -4.4598 -6.4004  1.05
C19 -24.9378 -5.8444 -5.7804  -1.05
C20 -24.7029 -3.3920 -5.3926  -0.17
C21 -25.9569 -3.5713 -4.4032  -0.36
C22 -25.8963 -4.2978 -7.5055  0.34
C23 -25.7703 -3.1698 -8.4931  -1.39
O3 -26.1644 -1.9422 -7.9287  0.41
C24 -25.9877 -0.8836 -8.8373  -0.84
H41 -22.2966 -4.6683 -5.2095  0.36
H42 -21.2984 -4.9612 -6.5654  0.43
H43 -22.3629 -6.1759 -5.9696  0.37
H44 -23.5515 -4.9781 -8.0674  0.38
H45 -23.1814 -3.4206 -7.3931  0.40
H46 -24.2317 -6.0095 -4.9816  0.52
H47 -24.8456 -6.6255 -6.5543  0.39
H48 -25.9131 -5.8904 -5.3763  0.11
H49 -24.7970 -2.4845 -5.9516  -0.82
H50 -23.8367 -3.2891 -4.7893  0.71
H51 -26.8683 -3.8076 -4.8883  -0.31
H52 -26.0810 -2.6855 -3.7628  0.17
H53 -25.7713 -4.3790 -3.7300  0.39
H54 -26.7909 -4.3681 -6.8998  -0.69
H55 -25.8073 -5.2263 -8.0282  0.59
H56 -26.4595 -3.3911 -9.2693  0.64
H57 -24.7799 -3.2142 -8.9380  0.57
H58 -26.0267 0.0324 -8.2994  0.07
H59 -26.7964 -0.9008 -9.6130  0.30
H60 -25.0377 -1.0241 -9.3639  0.36
C25 -29.7853 -3.9497 -2.5121  -0.71
C26 -29.7877 -5.2746 -3.2809  0.58
N4 -29.2259 -6.4413 -2.5625  1.38
C27 -27.7108 -6.3671 -2.7465  -0.81
C28 -29.5131 -6.4452 -1.0068  -0.50
C29 -30.9699 -6.4236 -0.5357  -1.58
C30 -29.7440 -7.7770 -3.0978  -0.82
C31 -29.6697 -8.0069 -4.6048  -0.26
O4 -30.7826 -7.3363 -5.1738  -0.35
C32 -30.7006 -7.4115 -6.6032  -0.68
H61 -28.7099 -3.6233 -2.3759  -0.19
H62 -30.2340 -3.9504 -1.5850  0.85
H63 -30.1431 -3.1753 -3.1929  -0.68
H64 -29.1200 -5.1798 -4.1344  -0.78
H65 -30.7243 -5.5021 -3.7273  0.69
H66 -27.5582 -6.2417 -3.8285  -0.37
H67 -27.3816 -7.1848 -2.1617  0.74
H68 -27.4523 -5.4629 -2.2665  0.29
H69 -28.9212 -5.5926 -0.6977  0.41
H70 -29.1130 -7.3514 -0.5979  0.62
H71 -31.3836 -7.4117 -0.7223  0.43
H72 -31.6037 -5.6447 -0.9832  0.24
H73 -31.1215 -6.3523 0.5870  0.38
H74 -30.7882 -7.7403 -2.7811  0.49
H75 -29.2356 -8.5890 -2.5321  0.40
H76 -29.6984 -9.1319 -4.6862  0.50
H77 -28.7617 -7.6465 -5.1312  -0.02
H78 -30.8063 -8.4403 -6.9399  0.37
H79 -29.7458 -7.0264 -6.9240  0.18
H80 -31.5737 -6.9448 -7.0171  0.22
C33 -23.2863 -3.1370 0.2174  0.47
F2 -23.0020 -2.0225 -0.4197  -0.12
F3 -22.2563 -4.0039 -0.1376  -0.26
F4 -23.2146 -2.8794 1.5257  -0.26
S1 -24.9204 -3.8985 -0.2835  1.26
O5 -25.5347 -2.7431 -0.9089  -0.94
O6 -24.4881 -5.0366 -1.1125  -0.72
N5 -25.6649 -4.2913 0.9886  -0.45
S2 -26.0700 -5.6500 1.5975  1.17
O7 -26.7031 -5.4172 2.8407  -0.71
O8 -26.6889 -6.3846 0.5716  -0.57
C34 -24.5413 -6.5982 1.9511  0.56
F5 -24.3003 -7.4355 0.8730  -0.24
F6 -23.4922 -5.8466 2.1164  -0.21
F7 -24.7402 -7.3752 3.0042  -0.23
C35 -22.2387 3.3476 -4.9606  0.70
F8 -23.0629 3.2176 -3.8722  -0.23
F9 -21.3416 4.2869 -4.6453  -0.25
F10 -21.5873 2.2277 -5.2004  -0.22
S3 -23.2563 3.9078 -6.3703  1.03
O9 -24.0028 4.9569 -5.8049  -0.61
O10 -22.4193 4.1436 -7.5498  -0.67
N6 -23.9153 2.4795 -6.6333  -0.46
S4 -25.1688 1.8166 -5.9844  0.52
O11 -25.4097 2.1513 -4.6056  -0.17
O12 -26.2215 1.5384 -6.9011  -0.66
C36 -24.3673 0.1681 -5.6830  0.31
F11 -23.3491 0.2921 -4.8135  -0.26
F12 -25.2056 -0.7373 -5.0374  0.09
F13 -23.9303 -0.4498 -6.7285  -0.20
C37 -33.9158 3.0165 -1.4570  0.68
F14 -33.0049 3.8380 -1.0263  -0.21
F15 -35.0381 3.3923 -0.7747  -0.25
F16 -34.1747 3.1995 -2.7847  -0.22
S5 -33.2505 1.2855 -1.2436  0.93
O13 -33.3553 0.9860 0.1697  -0.64
O14 -33.8256 0.3761 -2.2187  -0.55
N7 -31.7347 1.4898 -1.6421  -0.47
S6 -30.9637 1.3130 -2.9732  1.20
O15 -29.8456 0.3689 -2.7481  -0.42
O16 -31.6932 1.3060 -4.2127  -0.72
C38 -30.0441 2.9876 -2.9527  0.45
F17 -29.0776 3.1646 -2.0049  -0.20
F18 -29.4986 3.2210 -4.1340  -0.22
F19 -31.0194 3.9400 -2.7405  -0.23

=====

(4)
Computed, not measured: a single C24H20B2O molecule in a non-equilibrium geometry, with the ωB97M-V functional and the def2-TZVPD basis.

Properties
- Highest occupied orbital energy: -8.8 eV
- ΔE to the lowest compared entry with this formula, charge and spin: 0.00 kcal per mole
- Lowest unoccupied orbital energy: 0.010 Ha
- Gap between HOMO and LUMO: 9.06 eV

Last column: Mulliken charge in e.
Cartesian coordinates (Å):
C1 -2.7978 0.4932 3.0321  -0.55
C2 -1.6201 -0.0812 3.5120  -0.83
C3 -0.5489 0.0673 2.7072  -0.47
C4 -0.6826 0.7897 1.4626  0.88
B1 0.6283 0.9823 0.5749  -0.04
O1 0.5597 0.6794 -0.8066  -0.22
B2 -0.0663 -0.4435 -1.4823  0.48
C5 -0.4957 -1.5643 -0.6436  0.83
C6 0.4948 -2.0558 0.1790  -0.65
C7 0.0747 -2.9046 1.2009  -0.71
C8 -1.2889 -3.2799 1.3531  -0.56
C9 -2.2091 -2.7540 0.5274  -0.56
C10 -1.7951 -1.9662 -0.5117  -0.64
C11 -0.2901 -0.3894 -3.0961  0.81
C12 0.2708 0.6465 -3.8156  -0.46
C13 0.0812 0.7722 -5.1531  -0.47
C14 -0.6732 -0.2383 -5.8249  -0.55
C15 -1.1989 -1.3110 -5.0797  -0.47
C16 -1.1307 -1.3618 -3.7316  -0.67
C17 1.9273 1.5129 1.3427  1.03
C18 2.0166 2.0177 2.6383  -0.73
C19 3.1779 2.6420 3.0754  -0.53
C20 4.3028 2.5817 2.2742  -0.41
C21 4.2081 2.1163 0.9661  -0.68
C22 2.9939 1.5806 0.4915  -0.46
C23 -1.8781 1.2637 1.0018  -0.68
C24 -2.9778 1.0930 1.8029  -0.71
H1 -3.6650 0.5229 3.6269  0.42
H2 -1.5536 -0.6622 4.4463  0.40
H3 0.3720 -0.2967 3.0548  0.76
H4 1.5208 -1.7686 0.0020  0.43
H5 0.7270 -3.2467 1.9371  0.47
H6 -1.5797 -3.9215 2.1836  0.38
H7 -3.2694 -2.9876 0.7062  0.36
H8 -2.5231 -1.5219 -1.0759  0.59
H9 0.8853 1.3489 -3.2547  0.27
H10 0.6155 1.6175 -5.5293  0.39
H11 -0.9078 -0.1047 -6.9106  0.30
H12 -1.7541 -2.1241 -5.5220  0.38
H13 -1.6332 -2.1533 -3.2305  0.34
H14 1.1894 1.9225 3.2727  0.43
H15 3.0906 3.0777 4.1295  0.28
H16 5.2263 3.0463 2.6682  0.32
H17 5.0998 1.9584 0.4239  0.38
H18 2.9255 1.0823 -0.4857  0.24
H19 -1.9247 1.8666 0.0815  0.37
H20 -3.9243 1.4556 1.4792  0.49